The following is a DFT calculation (ωB97M-V with the def2-TZVPD basis set) of a 2-piece molecular cluster, C6H16NO overall.

Each line ends with the natural charge from an NBO analysis.
CARTESIAN COORDINATES (ANGSTROEM)
H: -3.0568 2.0426 -3.1328  0.50
H: 2.6377 -0.4545 -1.5633  0.45
H: 1.3330 0.0328 -2.5437  0.45
C: -0.5326 -2.3368 1.8237  -0.36
C: 1.5252 1.7207 -0.5298  -0.68
H: 1.2961 -1.3470 -1.6663  0.43
H: 0.0725 -3.0238 1.2194  0.19
H: 1.2105 2.1063 -1.4838  0.23
C: 0.8234 0.3199 -0.4275  -0.04
H: 1.3586 0.3051 1.7698  0.26
O: -2.3894 1.4130 -2.7315  -0.97
H: -0.2432 0.4040 -0.6448  0.26
H: -1.3115 -2.7419 2.4437  0.22
H: -1.2286 0.9234 1.6702  0.21
C: -0.3925 -1.0150 1.6369  -0.01
H: -2.0149 0.7980 -3.2951  0.47
C: 0.8649 -0.4023 0.9686  -0.48
H: 1.7236 -1.1455 0.9281  0.23
H: 2.5673 1.7084 -0.3776  0.22
H: -2.4517 -0.1882 2.2033  0.25
N: 1.6342 -0.4436 -1.5451  -0.69
H: -1.0664 0.0814 3.2929  0.25
H: 1.0918 2.6816 -0.1746  0.28
C: -1.3288 -0.0168 2.1985  -0.67

ΔE to the lowest compared entry with this formula, charge and spin ... 74.13 kcal/mol
Total charge ... +1
E_tot ... -367.86431 Ha
Kohn-Sham gap ... 8.793 eV
2S+1 ... 1



The following is a DFT calculation (ωB97M-V with the def2-TZVPD basis set) of a 8-piece molecular cluster, C17H50O8 overall.

Each line ends with the Löwdin charge.
CARTESIAN COORDINATES (ANGSTROEM)
H: 2.4795 -3.7558 -5.0408  0.08
C: 1.6414 4.0438 -1.2091  -0.18
H: 2.2383 -1.1026 -2.4637  0.05
H: 3.1605 0.3633 3.6919  0.07
H: -4.3595 -1.3640 5.4804  0.08
O: 0.5992 -0.8268 3.6808  -0.10
H: -1.3335 0.9620 -2.8683  0.06
C: 2.9769 -0.6056 3.2276  -0.09
H: -3.6679 3.8737 -0.5487  0.08
H: 0.9481 4.3556 -2.0027  0.08
H: 2.7171 -0.4295 2.1834  0.05
H: 1.3349 1.2732 0.3136  0.08
O: -5.1654 -0.0485 2.4894  -0.08
H: -2.6608 -2.0366 3.4485  0.09
H: -3.4279 0.3867 0.2319  0.09
C: 4.8079 2.0426 0.5885  -0.33
C: 1.9084 -4.1010 -4.1743  -0.06
H: 1.0341 3.7667 -0.3394  0.07
O: 4.9918 1.4835 1.8816  -0.08
H: -1.1665 -0.4757 0.6814  0.04
H: 1.4005 0.8841 -1.3619  0.06
H: -3.5189 0.3558 3.6475  0.14
H: 3.9310 -1.1400 3.2088  0.07
H: -4.1330 -2.4058 2.5391  0.09
H: 2.1123 5.8452 -0.5739  0.07
H: 3.2577 -2.5630 -2.3167  0.09
H: 5.5736 2.8206 0.4208  0.11
O: 0.5989 -3.2688 -2.3139  -0.07
H: 5.7711 0.3190 -0.1841  0.08
H: 2.1744 3.1651 -1.5635  0.06
C: 0.5876 -0.6674 -0.1329  -0.29
C: 0.7546 0.7896 -0.4800  -0.09
H: -4.3270 2.2989 -1.0293  0.08
O: -3.2187 -1.7156 -3.6223  -0.08
H: -1.8978 0.5209 -4.4505  0.08
H: 5.0100 2.1835 2.5383  0.09
C: -2.8069 2.2113 0.5097  -0.28
H: 1.1798 -3.7496 -1.7112  0.09
H: 0.1515 -1.2006 -0.9818  0.09
H: 3.8746 2.6227 0.5258  0.10
H: 1.0449 -4.6676 -4.5171  0.08
H: 3.1692 -1.7112 -3.8412  0.08
H: -5.7418 0.6352 2.8441  0.08
H: -0.7826 -0.6011 -3.5485  0.06
C: -2.8268 -0.5713 -2.8644  -0.31
C: 4.9195 0.9518 -0.4332  -0.08
C: -4.9972 -0.8872 4.7340  -0.06
H: -2.7129 2.8221 -1.5709  0.07
H: 2.0212 -1.3020 5.0521  0.11
C: -3.4190 2.8260 -0.7393  -0.08
H: -2.7888 -2.4902 -3.2510  0.08
H: 1.9441 -2.4249 3.6833  0.11
C: 1.8756 -1.3654 3.9737  -0.32
H: 3.9966 0.3678 -0.4479  0.06
C: -4.2224 -0.4706 3.4994  -0.47
H: -5.4604 -0.0152 5.2079  0.08
O: -0.3187 -0.8438 0.9653  -0.10
H: -0.1550 1.3447 -0.6919  0.06
H: -5.8191 -1.5476 4.4597  0.08
H: 2.5678 -4.7054 -3.5524  0.08
C: -3.4551 -1.6064 2.8343  -0.04
H: -1.8586 2.6673 0.7834  0.11
H: 1.5257 -1.1686 0.0914  0.11
H: 0.4634 -0.8982 2.7170  0.04
O: 2.5632 5.0696 -0.9111  -0.12
C: 2.5810 -2.0033 -2.9668  -0.05
H: 5.0718 1.3249 -1.4468  0.08
H: 0.7355 -2.2811 -4.0477  0.12
H: -2.9054 -1.1851 1.9929  0.05
H: -3.5010 2.3374 1.3451  0.11
C: 1.4211 -2.8680 -3.4368  -0.49
H: -2.6183 -0.8743 -1.8339  0.10
C: -1.6091 0.1019 -3.4868  -0.07
O: -2.5652 0.8141 0.3124  -0.12
H: -3.6750 0.1142 -2.8277  0.11

ΔE to the lowest compared entry with this formula, charge and spin ... 33.39 kcal/mol
SMILES string ... CC(C)O.CC(C)O.CCO.CCO.CCO.CCO.CCO.CO
E_tot ... -1279.54466 Ha
Kohn-Sham gap ... 9.902 eV
2S+1 ... 1



The following is a DFT calculation (ωB97M-V with the def2-TZVPD basis set) of C16H22N4O2 as an isolated structure.

Each line ends with the natural charge from an NBO analysis.
CARTESIAN COORDINATES (ANGSTROEM)
H: -2.0338 -0.8933 1.7564  0.23
C: -0.9608 -0.3494 1.3234  -0.22
O: -0.5607 2.7325 4.0909  -0.61
H: -1.9870 -4.1402 -2.2231  0.22
C: 1.3759 4.0303 4.1401  -0.50
C: -1.1026 -3.8494 -1.6774  -0.27
C: -0.7687 -2.5785 -3.6684  -0.27
C: 0.6013 2.8115 3.6614  0.66
C: -1.8080 0.5501 -2.1303  -0.24
H: -1.9604 1.2194 -3.1441  0.15
H: 2.4305 3.7556 4.6412  0.22
H: -1.0579 1.0684 2.9286  0.25
H: 1.8481 6.0928 3.8876  0.21
H: -2.0315 -2.1849 -1.0469  0.17
C: -0.5103 0.5110 2.2761  -0.23
H: -0.1781 -2.6832 -4.6830  0.19
C: 1.3296 5.2197 3.2538  -0.61
H: -1.0281 -0.3850 -4.5530  0.23
H: -1.8131 -2.8331 -3.8957  0.22
H: 0.3008 5.7383 3.0392  0.23
H: 1.8587 -2.4876 -3.0461  0.23
H: 0.3080 -0.7893 -3.0420  0.22
C: 1.2870 -0.3687 0.2501  0.12
H: -2.7651 0.7206 -1.3797  0.20
C: 0.0538 -0.9457 0.5945  0.08
H: 0.7776 4.4151 5.1734  0.23
C: 1.4014 0.7766 1.1097  -0.23
H: 1.8104 5.0603 2.3610  0.20
H: -0.5351 -4.6747 -1.2643  0.20
H: -1.5630 -3.5327 0.3979  0.22
C: -0.6779 -0.9588 -3.5038  -0.12
H: 2.1266 2.5560 2.5525  0.40
N: -0.0968 -2.1145 -0.2234  -0.37
N: 1.2105 2.4155 2.5744  -0.56
N: -0.0474 -3.5335 -2.8113  -0.41
C: -1.4816 -2.7839 -0.7091  -0.11
H: -0.5998 0.8853 -1.7402  0.15
C: 0.9314 -1.9984 -1.1621  0.37
C: 0.6544 1.2530 2.0248  0.11
C: 1.2339 -3.0561 -2.1857  -0.28
N: 1.8934 -1.0239 -0.7384  -0.48
O: -1.8632 -0.7416 -2.3894  -0.61
H: 1.6443 -3.9361 -1.8159  0.23
H: 2.3533 1.0304 0.9960  0.19

ΔE to the lowest compared entry with this formula, charge and spin ... 287.30 kcal/mol
E_tot ... -991.97574 Ha
Kohn-Sham gap ... 8.645 eV
2S+1 ... 1



The following is a DFT calculation (ωB97M-V with the def2-TZVPD basis set) of a 3-piece molecular cluster, C16H38INO11P2 overall.

Each line ends with the natural charge from an NBO analysis.
CARTESIAN COORDINATES (ANGSTROEM)
H: -5.7397 1.3595 5.1587  0.22
H: -5.4559 2.8831 7.0513  0.18
C: -3.2086 0.3075 0.0357  0.96
H: 6.3358 -5.7409 -5.7589  0.21
H: 2.9844 -4.8666 -8.3579  0.22
H: -2.5689 3.7007 1.4703  0.24
C: -3.4427 7.6213 7.5887  -0.63
H: 5.2592 -0.0207 -2.3915  0.21
H: -4.3774 7.0614 7.5742  0.22
O: 4.3149 -5.3359 -3.8662  -0.74
H: 5.2332 -2.3425 -1.3810  0.18
H: 4.2006 -3.0399 -7.0763  0.19
O: -1.9790 -0.2213 -0.0730  -0.50
H: -2.9010 7.3140 8.4846  0.21
H: -4.2528 -1.8306 -1.5178  0.34
C: -0.2318 -1.2794 -1.4008  -0.31
H: -4.0158 1.3899 5.5807  0.21
H: -4.6011 2.2839 4.1772  0.20
H: -0.1567 -2.0336 -2.1738  0.23
H: -3.7838 4.2547 2.6258  0.21
C: -1.9608 3.5048 3.5220  -0.07
O: 4.4125 -3.2182 -3.0221  -0.82
H: 3.6371 -0.7288 -2.2816  0.21
H: 1.1704 -1.2519 0.3044  0.23
H: -2.0518 -0.4039 -2.1493  0.21
H: 4.4581 -0.6804 -3.8285  0.22
O: -3.4514 1.0536 0.9500  -0.56
H: 6.9056 -6.0717 -4.1208  0.22
H: 6.2439 -2.2429 -2.8105  0.19
H: -5.8378 3.8540 5.6351  0.19
H: -3.6722 8.6853 7.6682  0.21
O: -2.0024 4.1952 4.7821  -0.74
C: 4.8256 -6.5514 -4.4327  -0.07
O: 5.7228 -2.8984 -5.0404  -1.02
N: -4.6962 -1.3161 -0.7652  -0.48
H: 6.6237 -7.4081 -5.2522  0.23
H: -1.6316 7.8052 6.4556  0.17
P: 4.7527 -3.8679 -4.4726  2.46
O: 3.3424 -3.5847 -5.2604  -0.80
H: 4.1645 -6.8809 -5.2392  0.18
C: 3.1710 -4.9270 -7.2852  -0.63
O: -3.8739 3.9160 6.3203  -0.80
C: -4.8467 1.9845 5.2002  -0.63
H: -0.9083 3.4164 3.2500  0.19
H: 2.3516 -5.4702 -6.8137  0.21
I: 0.9204 0.4203 -2.0811  0.07
H: 2.4492 -2.9335 -6.9584  0.18
H: -0.3796 -1.9896 0.6413  0.22
C: -2.6140 7.3401 6.3521  -0.06
H: -2.3388 2.4878 3.6524  0.18
O: -4.5014 5.9238 4.9935  -1.03
C: 3.3126 -3.5403 -6.6831  -0.07
H: 4.0860 -5.5086 -7.1373  0.19
P: -3.3423 5.0286 5.2394  2.46
C: 6.2556 -6.4390 -4.9170  -0.65
H: 4.7672 -7.3076 -3.6490  0.19
C: 0.3859 -1.8628 -0.1226  -0.64
C: 4.6137 -0.8206 -2.7586  -0.64
C: -1.6910 -0.9429 -1.2780  -0.11
H: 0.8026 -2.8474 -0.3138  0.22
C: 5.2146 -2.1781 -2.4602  -0.06
O: -2.3938 5.9398 6.1992  -0.82
H: -3.0760 7.7641 5.4615  0.19
H: -2.2381 -1.8884 -1.2715  0.17
C: -2.7074 4.2187 2.4179  -0.65
C: -5.0810 3.2018 6.0777  -0.07
H: -2.3575 5.2481 2.3139  0.21
O: -4.1788 0.0269 -0.8901  -0.41
H: -4.3697 -1.7180 0.1084  0.34

SMILES string ... C[C@H](I)COC(=O)ON.CCOP(=O)(OCC)OCC.CCOP(=O)(OCC)OCC
E_tot ... -2495.26144 Ha
Kohn-Sham gap ... 9.898 eV
2S+1 ... 1